A molecular structure, C57H51ClI2NO2P2PbSSi at a distorted geometry. Source: OMol25; level of theory: the ωB97M-V functional and the def2-TZVPD basis.

Charge: -1
Strongest force on any atom, eV/Å: 1.24
Molar mass, g mol⁻¹: 1400.60
2S+1: 1
Energy, eV: -136791.0471

Last column: Löwdin charge in e.
Atoms and positions in Å:
Pb 0.331 0.752 0.749  0.683
O 0.639 -0.235 -4.571  -0.505
S 0.784 -0.861 -3.232  0.850
C -0.196 -2.385 -3.333  -0.395
C -0.155 -3.153 -4.486  -0.082
C -1.078 -4.167 -4.672  -0.083
C -2.086 -4.361 -3.732  -0.074
C -2.144 -3.567 -2.598  -0.090
C -1.183 -2.583 -2.363  -0.356
P -1.257 -1.529 -0.824  0.997
C -1.881 -2.685 0.454  -0.383
C -2.598 -2.132 1.516  -0.165
C -3.031 -2.923 2.568  -0.090
C -2.737 -4.278 2.584  -0.094
C -1.993 -4.832 1.553  -0.089
C -1.563 -4.040 0.497  -0.106
C -2.745 -0.570 -1.308  -0.361
C -4.063 -0.930 -1.052  -0.093
C -5.105 -0.135 -1.510  -0.087
C -4.836 1.019 -2.231  -0.090
C -3.523 1.381 -2.497  -0.067
C -2.482 0.595 -2.031  -0.093
C 2.487 -1.534 -3.264  -0.349
C 3.244 -1.030 -4.314  -0.077
C 4.593 -1.323 -4.412  -0.069
C 5.194 -2.119 -3.449  -0.076
C 4.436 -2.626 -2.408  -0.094
C 3.076 -2.338 -2.288  -0.349
P 2.087 -3.104 -0.940  1.128
C 2.606 -4.848 -1.271  -0.352
C 3.711 -5.474 -0.697  -0.100
C 4.105 -6.737 -1.117  -0.087
C 3.397 -7.399 -2.111  -0.099
C 2.281 -6.796 -2.671  -0.087
C 1.888 -5.533 -2.252  -0.091
C 3.030 -2.709 0.577  -0.386
C 3.901 -1.629 0.685  -0.087
C 4.542 -1.365 1.889  -0.082
C 4.311 -2.169 2.994  -0.087
C 3.414 -3.225 2.904  -0.088
C 2.770 -3.486 1.707  -0.122
H 0.600 -2.941 -5.234  0.118
H -1.027 -4.788 -5.558  0.102
H -2.837 -5.126 -3.889  0.102
H -2.959 -3.696 -1.896  0.106
H -2.813 -1.069 1.519  0.083
H -3.588 -2.475 3.381  0.106
H -3.076 -4.900 3.404  0.097
H -1.747 -5.888 1.562  0.098
H -0.986 -4.487 -0.294  0.088
H -4.286 -1.830 -0.492  0.099
H -6.129 -0.423 -1.304  0.097
H -5.648 1.646 -2.576  0.098
H -3.308 2.288 -3.048  0.108
H -1.456 0.896 -2.225  0.092
H 2.748 -0.392 -5.036  0.102
H 5.179 -0.911 -5.224  0.103
H 6.253 -2.342 -3.502  0.101
H 4.912 -3.250 -1.662  0.103
H 4.266 -4.981 0.091  0.100
H 4.976 -7.200 -0.668  0.099
H 3.712 -8.380 -2.444  0.096
H 1.712 -7.307 -3.439  0.100
H 1.020 -5.069 -2.706  0.086
H 4.079 -0.989 -0.171  0.102
H 5.213 -0.518 1.964  0.098
H 4.819 -1.966 3.929  0.100
H 3.202 -3.831 3.775  0.103
H 2.055 -4.300 1.647  0.108
I 0.016 -0.337 3.361  0.069
Cl 1.907 1.819 -1.631  -0.322
I 3.607 3.958 5.668  0.839
C 3.707 3.175 3.733  -0.720
C 4.804 3.428 2.927  -0.147
C 4.805 2.898 1.647  -0.063
C 3.708 2.162 1.221  -0.190
N 2.659 1.926 2.008  0.004
C 2.659 2.412 3.246  -0.241
H 5.631 4.028 3.285  0.094
H 5.637 3.064 0.976  0.107
H 3.635 1.788 0.205  0.016
H 1.795 2.178 3.858  0.053
C -4.266 1.987 2.410  -0.092
C -3.339 3.171 2.730  -0.592
C -2.548 2.808 3.994  -0.103
C -4.191 4.415 3.009  -0.090
Si -2.101 3.354 1.286  0.449
O -1.571 1.909 0.854  -0.554
C -2.875 4.289 -0.180  -0.184
C -4.245 4.322 -0.457  -0.110
C -4.751 4.978 -1.572  -0.106
C -3.889 5.604 -2.460  -0.111
C -2.521 5.571 -2.220  -0.092
C -2.028 4.928 -1.093  -0.078
C -0.612 4.433 1.796  -0.191
C 0.608 4.186 1.151  -0.137
C 1.762 4.895 1.456  -0.094
C 1.729 5.881 2.430  -0.102
C 0.530 6.162 3.073  -0.093
C -0.619 5.453 2.752  -0.091
H -4.942 1.798 3.253  0.081
H -3.678 1.086 2.226  0.060
H -4.877 2.160 1.519  0.064
H -3.235 2.562 4.813  0.082
H -1.905 3.627 4.323  0.065
H -1.911 1.937 3.820  0.001
H -4.843 4.237 3.874  0.079
H -4.827 4.676 2.163  0.058
H -3.580 5.291 3.235  0.061
H -4.938 3.820 0.205  0.077
H -5.820 4.994 -1.752  0.095
H -4.277 6.113 -3.334  0.093
H -1.838 6.048 -2.913  0.098
H -0.958 4.922 -0.921  0.097
H 0.662 3.433 0.368  0.014
H 2.681 4.674 0.926  0.102
H 2.626 6.433 2.686  0.097
H 0.493 6.936 3.831  0.096
H -1.537 5.700 3.272  0.080

A molecular structure, C19H23N4PPdS3. Source: OMol25; level of theory: the ωB97M-V functional and the def2-TZVPD basis.

Charge: -2
Strongest force on any atom, eV/Å: 0.34
Molar mass, g mol⁻¹: 541.02
2S+1: 1
Energy, eV: -71312.2540

Last column: Löwdin charge in e.
Atoms and positions in Å:
Pd 0.240 -0.733 -0.610  -0.008
N 0.927 -3.020 -2.664  -0.019
C 2.381 -3.014 -2.650  -0.320
C 3.081 -1.656 -2.749  -0.310
N 2.744 -0.761 -1.651  -0.034
H 0.581 -2.504 -3.468  0.043
H 0.598 -2.469 -1.857  -0.020
H 2.751 -3.627 -3.482  0.088
H 2.712 -3.505 -1.729  0.094
H 2.781 -1.174 -3.688  0.097
H 4.165 -1.859 -2.815  0.091
H 3.100 0.169 -1.827  0.057
H 3.177 -1.086 -0.784  -0.075
S 3.915 -2.028 1.367  -0.284
P 1.266 -1.512 3.178  0.672
S 1.835 -2.296 1.316  -0.050
C 1.224 0.331 2.979  -0.411
C 1.239 1.078 4.156  -0.137
C 1.182 2.465 4.123  -0.127
C 1.126 3.124 2.903  -0.122
C 1.129 2.389 1.724  -0.087
C 1.185 1.004 1.763  -0.103
C -0.551 -1.860 3.098  -0.431
C -1.312 -1.768 1.933  -0.113
C -2.673 -2.032 1.950  -0.083
C -3.295 -2.396 3.138  -0.120
C -2.550 -2.505 4.304  -0.129
C -1.185 -2.243 4.279  -0.143
H 1.294 0.562 5.110  0.082
H 1.187 3.030 5.049  0.083
H 1.086 4.208 2.870  0.084
H 1.076 2.889 0.764  0.088
H 1.185 0.419 0.834  0.027
H -0.827 -1.506 0.979  0.011
H -3.231 -1.940 1.026  0.090
H -4.361 -2.600 3.154  0.085
H -3.029 -2.799 5.232  0.082
H -0.599 -2.333 5.188  0.079
C -3.329 3.513 -4.429  -0.064
C -2.336 2.767 -3.574  -0.390
C -1.177 3.381 -3.112  -0.072
C -0.352 2.582 -2.327  -0.182
N -0.639 1.339 -2.015  -0.003
C -1.806 0.810 -2.483  -0.903
S -2.155 -0.798 -2.016  0.457
N -2.649 1.514 -3.283  0.064
H -2.876 4.377 -4.918  0.058
H -4.160 3.865 -3.814  0.069
H -3.740 2.838 -5.179  0.066
H -0.929 4.406 -3.357  0.079
H 0.591 2.963 -1.937  0.092

A single C5H8N2 molecule. Source: OMol25; level of theory: the ωB97M-V functional and the def2-TZVPD basis.

Strongest force on any atom, eV/Å: 0.60
Molar mass, g mol⁻¹: 96.13
2S+1: 1
Energy, eV: -8292.3832
Structure (SMILES): CC=C=N/C=N/C

Last column: Löwdin charge in e.
Atoms and positions in Å:
C 2.522 -1.462 0.859  -0.145
N 1.319 -0.711 0.644  -0.014
C 1.393 0.537 0.448  -0.244
N 0.198 1.267 0.466  0.115
C -0.796 0.621 0.135  -0.145
C -2.653 0.925 -1.256  -0.107
C -1.888 0.059 -0.282  -0.130
H 2.681 -2.141 0.015  0.076
H 3.411 -0.833 1.001  0.071
H 2.371 -2.077 1.753  0.075
H 2.305 1.136 0.400  0.121
H -2.847 1.892 -0.776  0.077
H -2.100 1.118 -2.180  0.077
H -3.601 0.449 -1.483  0.066
H -2.314 -0.782 0.256  0.108

2 unconnected molecules or ions with the total composition C8H16O4 at a distorted geometry. Source: OMol25; level of theory: the ωB97M-V functional and the def2-TZVPD basis.

Strongest force on any atom, eV/Å: 2.11
Molar mass, g mol⁻¹: 176.21
2S+1: 1
Energy, eV: -16742.6303
Structure (SMILES): C1COCCO1.C1COCCO1

Last column: Löwdin charge in e.
Atoms and positions in Å:
O 3.055 2.060 -0.185  -0.136
O 1.136 0.073 0.381  -0.230
C 1.829 2.442 0.453  -0.157
C 0.694 1.419 0.112  -0.136
C 3.462 0.764 0.252  -0.183
C 2.381 -0.224 -0.115  -0.215
H 1.966 2.648 1.532  0.129
H 1.457 3.370 -0.022  0.129
H 0.486 1.519 -0.971  0.142
H -0.253 1.605 0.655  0.125
H 3.651 0.786 1.342  0.130
H 4.412 0.498 -0.249  0.135
H 2.563 -1.277 0.173  0.143
H 2.358 -0.176 -1.221  0.137
O -2.151 0.200 0.169  -0.155
O -1.991 -2.491 -0.492  -0.143
C -3.340 -0.487 -0.241  -0.197
C -2.957 -1.608 -1.120  -0.197
C -1.229 -0.626 0.893  -0.179
C -0.812 -1.731 -0.083  -0.148
H -3.869 -0.823 0.671  0.131
H -4.001 0.227 -0.770  0.134
H -2.543 -1.162 -2.045  0.129
H -3.802 -2.261 -1.411  0.133
H -1.694 -0.977 1.834  0.137
H -0.341 -0.023 1.161  0.080
H -0.090 -2.488 0.279  0.133
H -0.378 -1.255 -0.983  0.126